(1)
ORCA calculation (ωB97M-V with the def2-TZVPD basis set) on a molecular structure, C46H58GeN4O2PPtS2Si3.

```
118
Properties=species:S:1:pos:R:3:forces:R:3
Pt -0.081 -0.028 -0.121 -0.4 -0.6 0.3
S 2.731 -1.551 1.567 0.0 0.0 0.0
C 1.422 -0.885 2.509 0.0 0.0 0.1
N 0.268 -0.493 2.053 0.1 0.0 -0.2
C -0.559 -0.024 3.067 0.0 -0.1 0.1
C -1.866 0.414 2.901 -0.1 0.1 0.0
C -2.561 0.829 4.018 0.0 0.0 0.0
C -1.968 0.816 5.286 0.0 0.0 0.0
C -0.672 0.372 5.461 0.0 0.0 0.0
C 0.024 -0.054 4.335 0.1 0.0 -0.1
S 1.633 -0.707 4.219 -0.1 0.0 -0.1
H -2.305 0.416 1.915 -0.1 0.0 -0.1
H -3.585 1.166 3.917 0.0 0.0 0.0
H -2.535 1.149 6.144 0.0 0.0 0.0
H -0.219 0.345 6.443 0.0 0.0 0.0
O -4.402 5.250 -2.460 0.0 0.0 0.0
C -5.076 4.531 -1.447 0.0 0.0 0.0
C -4.356 3.240 -1.174 0.0 0.0 0.0
C -4.802 2.394 -0.167 0.1 -0.1 0.0
C -4.145 1.190 0.027 -0.1 0.1 0.1
N -3.116 0.784 -0.710 0.1 -0.2 0.0
C -2.707 1.579 -1.695 -0.1 0.2 0.0
C -3.279 2.826 -1.940 0.1 0.0 0.0
C -1.709 1.008 -2.640 0.1 -0.1 -0.2
C -1.730 1.389 -3.978 -0.1 0.0 -0.1
C -0.941 0.750 -4.918 0.0 0.0 0.0
C -0.898 1.248 -6.342 0.0 0.0 0.0
O 0.142 2.211 -6.468 0.1 0.0 0.0
C -0.177 -0.328 -4.489 0.0 0.1 0.1
C -0.161 -0.624 -3.143 0.1 0.0 -0.1
N -0.868 0.044 -2.226 0.1 0.1 0.0
H -4.969 5.966 -2.761 0.0 0.0 0.0
H -6.099 4.287 -1.755 0.0 0.0 0.0
H -5.141 5.112 -0.520 0.0 0.0 0.0
H -5.657 2.653 0.446 0.0 0.0 0.0
H -4.485 0.507 0.797 0.0 0.0 0.0
H -2.916 3.484 -2.716 0.1 -0.1 0.0
H -2.402 2.168 -4.307 0.0 0.0 0.1
H -1.837 1.745 -6.587 0.0 0.0 0.0
H -0.765 0.418 -7.038 0.0 0.0 0.0
H 0.890 1.821 -6.931 0.0 0.0 0.0
H 0.408 -0.921 -5.181 0.0 0.0 0.0
H 0.442 -1.443 -2.770 0.0 0.0 0.0
N -0.141 1.859 0.293 -0.1 0.3 -0.3
P 0.493 3.365 0.342 0.0 -0.1 0.1
C 2.273 3.381 0.499 0.0 0.2 0.0
C 3.009 4.464 0.020 0.0 -0.1 0.0
C 4.371 4.527 0.273 0.0 0.0 0.0
C 4.988 3.524 1.009 0.0 0.0 0.0
C 4.252 2.447 1.487 0.0 0.0 0.0
C 2.893 2.368 1.227 0.0 0.0 0.1
C 0.012 4.208 -1.164 0.0 0.0 0.0
C -0.850 5.303 -1.145 0.1 0.1 0.0
C -1.233 5.889 -2.340 0.0 0.0 -0.1
C -0.784 5.374 -3.548 0.0 0.0 0.0
C 0.076 4.283 -3.571 0.1 0.0 0.0
C 0.486 3.708 -2.379 0.0 0.0 0.0
C -0.227 4.171 1.771 0.1 0.0 -0.1
C -1.613 4.119 1.932 0.0 0.0 0.0
C -2.196 4.754 3.013 0.0 0.0 0.0
C -1.404 5.422 3.940 0.0 0.0 0.0
C -0.025 5.455 3.791 0.0 0.0 0.0
C 0.569 4.832 2.703 0.0 0.0 0.0
H 2.523 5.250 -0.546 0.0 0.0 0.0
H 4.949 5.362 -0.098 0.0 0.0 0.0
H 6.048 3.587 1.217 0.0 0.0 0.0
H 4.735 1.673 2.070 0.0 0.0 0.0
H 2.308 1.533 1.598 0.0 0.0 0.0
H -1.204 5.711 -0.208 0.0 0.0 0.0
H -1.894 6.744 -2.329 0.0 0.0 0.0
H -1.101 5.828 -4.478 0.0 0.0 0.0
H 0.427 3.883 -4.513 0.0 0.0 0.0
H 1.179 2.877 -2.392 -0.1 0.1 0.0
H -2.223 3.580 1.217 0.0 0.0 0.0
H -3.271 4.725 3.141 0.0 0.0 0.0
H -1.865 5.917 4.784 0.0 0.0 0.0
H 0.588 5.969 4.518 0.0 0.0 0.0
H 1.645 4.863 2.584 0.0 0.0 0.0
C 2.246 -4.538 -2.581 0.0 0.1 0.0
Si 2.623 -3.989 -0.841 0.0 -0.3 -0.1
C 1.627 -4.969 0.395 0.0 0.1 0.0
C 4.439 -4.026 -0.414 0.0 -0.1 -0.1
Ge 1.777 -1.659 -0.496 0.1 0.4 0.2
Si -1.710 -3.667 -1.148 -0.1 0.0 0.0
C -2.989 -2.637 -2.055 0.1 -0.1 -0.1
C -1.987 -3.582 0.711 0.1 0.1 0.0
C -1.731 -5.425 -1.809 0.0 0.0 0.0
Si 3.707 -0.516 -1.848 0.0 -0.2 0.0
C 5.109 -0.362 -0.642 0.1 0.0 -0.1
C 2.898 1.113 -2.261 0.0 -0.1 0.1
C 4.118 -1.483 -3.382 0.0 0.1 0.0
H 2.473 -5.605 -2.661 0.0 0.0 0.0
H 2.836 -4.022 -3.335 0.0 0.0 0.0
H 1.184 -4.412 -2.809 0.0 0.0 0.0
H 2.071 -5.968 0.453 0.0 0.0 0.0
H 0.588 -5.080 0.083 0.0 0.0 0.0
H 1.656 -4.531 1.393 0.0 0.0 0.0
H 4.781 -5.054 -0.574 0.0 0.0 0.0
H 4.616 -3.788 0.635 0.0 0.0 0.0
H 5.060 -3.383 -1.037 0.0 0.0 0.0
H -2.993 -1.600 -1.725 0.0 0.1 0.1
H -3.984 -3.057 -1.876 0.0 0.0 0.0
H -2.813 -2.662 -3.134 0.0 0.0 0.0
H -1.861 -2.559 1.078 0.0 0.0 0.0
H -1.299 -4.225 1.263 0.0 0.0 0.0
H -3.007 -3.894 0.956 0.0 0.0 0.0
H -1.305 -5.471 -2.814 0.0 0.0 0.0
H -2.765 -5.777 -1.883 0.0 0.0 0.0
H -1.183 -6.129 -1.180 0.0 0.0 0.0
H 4.849 0.316 0.169 0.0 0.0 0.0
H 5.961 0.061 -1.186 0.0 0.0 0.0
H 5.418 -1.318 -0.221 0.0 0.0 0.0
H 2.049 1.297 -1.601 0.1 0.0 0.0
H 2.550 1.142 -3.294 0.0 0.0 0.0
H 3.631 1.911 -2.111 0.0 0.0 0.0
H 4.666 -2.406 -3.199 0.0 0.0 0.0
H 4.752 -0.832 -3.995 0.0 0.0 0.0
H 3.229 -1.708 -3.972 0.0 0.0 0.0
```
Forces are in eV/Å.

Its multiplicity is 6. The relative energy (zero: lowest compared OMol25 entry of this formula, charge and spin) comes out at 0.006 eV. Its net charge is +2. For the total energy, the calculation gives -173040.76948 eV. As for the LUMO energy (alpha / beta): -4.611 / -7.528 eV.

Atom charges from the Löwdin analysis, given in e for atoms 1 to 2: number 1, Pt, carries 0.872; number 2, S, carries 0.576



(2)
ORCA calculation (ωB97M-V with the def2-TZVPD basis set) on 12 unconnected molecules or ions with the total composition C46H58N12 at a distorted geometry.

```
116
Properties=species:S:1:pos:R:3:forces:R:3
C -2.150 -3.895 1.264 0.0 -0.2 0.2
C -3.124 -4.806 1.847 -0.1 0.0 0.3
N -3.897 -5.485 2.353 0.0 -0.1 -0.1
H -2.509 -3.580 0.286 0.2 0.1 0.0
H -1.180 -4.390 1.212 0.0 0.0 -0.2
H -2.038 -3.039 1.927 -0.1 0.1 -0.2
N 0.605 4.992 0.295 -0.3 1.1 -0.2
C 0.686 6.012 1.198 0.4 0.5 0.8
C -0.015 5.665 2.331 0.4 -0.3 -0.5
C -0.565 4.376 2.081 -0.4 0.4 -0.3
C -0.259 4.072 0.771 0.1 -1.4 0.5
H 1.119 4.922 -0.567 -0.3 0.0 -0.2
H 1.209 6.942 1.035 0.2 -0.2 -0.3
H -0.094 6.266 3.220 0.0 0.0 0.0
H -1.110 3.773 2.790 -0.2 0.0 -0.2
H -0.561 3.256 0.136 0.3 -0.1 0.2
N 3.311 2.983 3.728 0.3 -0.2 -0.1
C 4.204 2.079 4.268 -0.6 -0.2 -0.1
C 3.881 0.828 3.795 0.2 0.9 -0.3
C 2.814 1.018 2.860 0.0 -1.0 0.8
C 2.462 2.331 2.868 0.2 0.0 -0.3
H 3.367 3.975 3.865 -0.1 0.1 0.0
H 4.972 2.389 4.955 0.0 0.1 0.0
H 4.414 -0.077 4.021 -0.1 -0.1 0.0
H 2.299 0.206 2.369 0.1 0.2 -0.3
H 1.702 2.787 2.253 0.0 0.4 0.3
N -6.163 3.810 0.442 -0.4 0.2 0.6
C -5.037 3.766 1.208 0.9 -0.2 -0.4
C -3.958 3.479 0.366 -1.4 0.4 1.2
C -4.524 3.297 -0.908 0.6 0.5 -1.2
C -5.874 3.570 -0.863 0.7 -0.8 0.2
H -7.085 3.994 0.796 0.0 0.0 0.0
H -5.041 3.887 2.279 -0.2 0.3 0.0
H -2.938 3.537 0.706 0.1 -0.3 -0.3
H -3.950 3.091 -1.800 -0.2 0.0 -0.1
H -6.641 3.478 -1.612 0.0 0.1 0.0
N -0.861 -0.335 -1.007 -1.1 -0.2 -0.9
C -1.053 0.764 -0.245 1.4 0.2 1.0
C -0.318 0.571 0.923 -1.2 -0.2 -0.4
C 0.179 -0.759 0.865 0.3 -0.6 0.4
C -0.207 -1.333 -0.329 -0.2 1.2 -0.1
H -1.162 -0.360 -1.973 -0.3 -0.5 0.1
H -1.603 1.637 -0.557 0.0 -0.2 -0.3
H -0.306 1.272 1.743 0.3 -0.1 0.1
H 0.871 -1.210 1.560 -0.3 -0.1 0.2
H -0.202 -2.311 -0.777 0.6 -0.1 0.1
N -5.188 0.541 1.033 1.1 -0.6 -0.3
C -6.444 0.101 1.240 -0.8 -0.2 0.5
C -6.609 -1.142 0.640 0.3 1.2 0.3
C -5.363 -1.426 0.046 0.9 -0.3 -0.3
C -4.488 -0.388 0.310 -0.7 -0.1 0.0
H -4.754 1.383 1.372 -0.3 0.2 0.0
H -7.072 0.697 1.886 -0.3 -0.2 -0.2
H -7.515 -1.720 0.611 0.0 -0.1 0.1
H -5.086 -2.323 -0.488 -0.1 0.0 -0.1
H -3.460 -0.214 0.048 0.1 -0.1 -0.1
N 1.044 4.757 -3.124 0.9 -0.2 0.1
C 1.730 3.580 -2.837 -1.4 0.5 0.1
C 0.739 2.654 -2.548 0.8 -0.1 -0.8
C -0.511 3.250 -2.813 -0.2 -0.3 1.0
C -0.305 4.579 -3.068 0.0 0.0 -0.5
H 1.518 5.605 -3.376 -0.2 0.1 0.0
H 2.798 3.561 -2.966 0.0 -0.2 0.3
H 0.836 1.630 -2.221 0.2 0.3 -0.4
H -1.403 2.655 -2.686 -0.4 0.6 -0.1
H -0.964 5.417 -3.219 -0.1 -0.1 -0.1
N 2.247 0.622 -0.900 0.2 0.2 -0.1
C 3.218 1.562 -0.693 -0.9 0.6 0.0
C 4.160 1.453 -1.682 -0.1 0.2 0.9
C 3.796 0.338 -2.461 -0.5 0.0 -0.5
C 2.549 -0.102 -2.009 1.6 -0.2 -0.4
H 1.390 0.537 -0.355 0.4 0.0 -0.1
H 3.087 2.308 0.071 0.1 -0.1 0.2
H 4.966 2.163 -1.773 0.3 -0.3 -0.2
H 4.438 -0.050 -3.238 -0.5 -0.2 -0.2
H 1.925 -0.874 -2.427 -0.1 -0.1 0.3
N -0.254 -3.170 4.249 -0.3 -0.4 0.2
C -0.592 -4.299 4.949 0.1 -0.8 0.1
C 0.536 -5.103 5.073 -1.2 1.1 0.3
C 1.570 -4.388 4.461 1.2 0.4 -0.3
C 1.070 -3.212 3.946 0.4 -0.3 -0.1
H -0.874 -2.422 4.002 -0.1 0.0 0.1
H -1.595 -4.509 5.283 0.0 0.2 -0.1
H 0.590 -6.011 5.647 0.0 -0.1 -0.1
H 2.617 -4.657 4.477 -0.1 0.0 -0.2
H 1.541 -2.434 3.368 0.1 0.0 0.1
N -1.357 -1.849 -4.454 -0.1 0.7 0.0
C -1.704 -2.890 -3.641 0.3 0.2 0.0
C -2.864 -2.529 -3.014 -0.1 -2.0 1.1
C -3.259 -1.270 -3.425 0.4 1.2 -1.0
C -2.296 -0.855 -4.332 -0.4 0.3 0.4
H -0.486 -1.713 -4.936 0.0 -0.3 -0.1
H -1.109 -3.783 -3.558 0.0 0.0 -0.1
H -3.355 -3.193 -2.315 -0.2 0.2 0.0
H -4.140 -0.715 -3.145 0.0 0.0 0.1
H -2.232 0.090 -4.846 0.2 -0.1 -0.2
N 2.754 -4.906 -5.094 0.6 -0.4 0.1
C 3.759 -4.100 -4.653 -0.3 1.0 0.3
C 3.291 -3.419 -3.543 0.5 -0.3 0.0
C 2.028 -3.961 -3.230 -1.0 -0.2 -0.8
C 1.710 -4.876 -4.218 0.0 0.3 0.0
H 2.838 -5.422 -5.950 -0.3 -0.3 0.1
H 4.700 -4.045 -5.172 -0.1 0.1 -0.1
H 3.783 -2.634 -2.992 0.2 -0.2 0.0
H 1.303 -3.648 -2.495 0.3 0.0 0.3
H 0.840 -5.489 -4.379 0.0 0.1 0.0
N 4.517 -0.907 0.560 0.2 0.1 -0.1
C 3.785 -2.056 0.622 -0.1 -0.2 0.5
C 4.205 -2.784 1.732 -0.7 0.2 -1.1
C 5.264 -2.066 2.287 0.8 0.8 0.7
C 5.422 -0.881 1.586 -0.3 -0.8 -0.1
H 4.382 -0.171 -0.137 0.2 -0.5 0.5
H 3.033 -2.266 -0.120 0.0 0.0 0.0
H 3.741 -3.678 2.115 0.2 -0.2 -0.2
H 5.862 -2.360 3.136 -0.1 0.1 0.1
H 6.028 -0.021 1.809 0.1 0.0 -0.2
```
Forces are in eV/Å.

The SMILES is c1cc[nH]c1.c1cc[nH]c1.c1cc[nH]c1.c1cc[nH]c1.c1cc[nH]c1.c1cc[nH]c1.c1cc[nH]c1.c1cc[nH]c1.c1cc[nH]c1.c1cc[nH]c1.c1cc[nH]c1.CC#N. The relative energy (zero: lowest compared OMol25 entry of this formula, charge and spin) comes out at 0.000 eV. Its net charge is 0. For the total energy, the calculation gives -66520.64706 eV. As for the LUMO energy: 0.426 eV.

Atom charges from the Löwdin analysis, given in e for atoms 1 to 2: number 1, C, carries -0.078; number 2, C, carries -0.288



Q: What is the formula in the second record?
A: C46H58N12



Q: Among the records above, which one has the highest net charge?
A: C46H58GeN4O2PPtS2Si3



Q: What is the net charge in the second record?
A: 0



Q: The highest relative energy (zero: lowest compared OMol25 entry of this formula, charge and spin) belongs to which entry?
A: C46H58GeN4O2PPtS2Si3